[1]
Here is a single H3NP2 molecule at a distorted geometry from the OMol25 dataset. Energies are from ωB97M-V/def2-TZVPD.

- Energy: -739.05443 Ha
- F_max: 4.8 eV/A
- LUMO level (spin up / spin down): -1.8 / -1.7 eV
- Orbital gap (spin up / spin down): 7.204 / 6.832 eV
- Relative energy (zero: lowest compared OMol25 entry of this formula, charge and spin): 84.6 kcal/mol

Each line ends with the Mulliken charge.
Atoms and positions in Å:
N1 1.18685 1.28072 -0.25604  -0.452
P1 -1.59850 0.02887 0.03028  -0.038
P2 0.55773 -0.01165 0.23712  0.183
H1 -1.28178 0.08044 -1.27147  0.055
H2 0.87821 -1.24708 -0.37315  0.147
H3 0.25750 -0.13130 1.63326  0.105

Forces on atoms 1 to 3 (eV/Å):
N 2.27 2.87 -1.10
P -0.81 -0.18 0.93
P -3.45 -2.69 1.93

[2]
Here is 4 unconnected molecules or ions with the total composition C3H10N2O3 at a distorted geometry from the OMol25 dataset. Energies are from ωB97M-V/def2-TZVPD.

- Energy: -455.53524 Ha
- F_max: 2.5 eV/A
- LUMO level: 0.6 eV
- Orbital gap: 9.197 eV
- SMILES: c1c[nH]cn1.O.O.O
- Relative energy (zero: lowest compared OMol25 entry of this formula, charge and spin): 22.8 kcal/mol

Each line ends with the Mulliken charge.
Atoms and positions in Å:
C1 -0.90329 2.03854 0.20088  -0.370
C2 -0.57651 2.09305 1.51273  -0.365
N1 -0.77513 0.82531 2.03215  -0.032
C3 -1.32578 0.08472 1.03242  -0.199
N2 -1.46496 0.80256 -0.05911  -0.501
H1 -1.06510 2.78662 -0.55185  0.401
H2 -0.07029 2.84166 2.08951  0.378
H3 -0.49200 0.48368 2.92893  0.194
H4 -1.61846 -0.94150 1.14837  0.509
H5 0.56560 -2.21126 0.88305  0.331
H6 0.69489 -2.81374 2.17382  0.306
O1 0.17612 -2.07694 1.77504  -0.621
H7 0.95651 -1.28917 -1.63445  0.333
H8 1.86265 -0.66265 -0.61401  0.301
O2 1.44196 -1.49962 -0.82688  -0.662
H9 1.02655 -0.78787 -4.48835  0.319
H10 0.98534 0.59305 -3.78406  0.317
O3 0.58189 -0.26645 -3.81816  -0.641

Forces on atoms 1 to 3 (eV/Å):
C -1.71 -0.70 0.02
C 1.25 -0.11 0.63
N -0.34 0.37 -0.75

[3]
Here is a single C5H5N molecule at a distorted geometry from the OMol25 dataset. Energies are from ωB97M-V/def2-TZVPD.

- Energy: -248.05842 Ha
- F_max: 3.4 eV/A
- LUMO level: -0.8 eV
- Orbital gap: 8.376 eV
- Relative energy (zero: lowest compared OMol25 entry of this formula, charge and spin): 135.9 kcal/mol

Each line ends with the Mulliken charge.
Atoms and positions in Å:
C1 1.89576 0.01873 -0.53603  -0.205
C2 0.56725 -0.12947 -0.24414  0.559
C3 3.03873 0.33100 -0.13919  -0.356
C4 -0.04850 2.13534 0.21216  -0.221
C5 0.10845 -1.52724 -0.19438  -1.021
N1 -0.11254 0.99038 -0.25846  -0.243
H1 0.67592 2.25091 0.99385  0.266
H2 -0.30087 3.06384 -0.25455  0.278
H3 -0.17464 -1.81068 0.83427  0.287
H4 0.81574 -2.12979 -0.66881  0.331
H5 -0.77851 -1.37102 -0.80344  0.324

Forces on atoms 1 to 3 (eV/Å):
C -0.16 0.42 0.23
C 3.19 -0.06 -0.12
C 0.79 0.02 -0.04

[4]
Here is a molecular structure, C6H6BeClI2N4O4S2 from the OMol25 dataset. Energies are from ωB97M-V/def2-TZVPD.

- Energy: -2618.66123 Ha
- F_max: 0.1 eV/A
- LUMO level: -4.6 eV
- Orbital gap: 7.217 eV
- Total charge: +1
- Relative energy (zero: lowest compared OMol25 entry of this formula, charge and spin): 0.0 kcal/mol

Each line ends with the Mulliken charge.
Atoms and positions in Å:
Be1 -0.52475 -0.35517 -0.13499  -0.656
N1 1.82192 -2.74541 -0.12000  -0.216
C1 2.08021 -1.44272 -0.13177  0.624
N2 1.14933 -0.49978 -0.17438  0.222
C2 1.72006 0.78313 -0.15291  -0.304
C3 3.05876 0.80665 -0.10541  -0.114
S1 3.68540 -0.80695 -0.08752  -0.164
C4 0.71050 1.83684 -0.14376  -0.327
C5 0.76155 3.17746 -0.11780  -0.138
S2 -0.84377 3.83414 -0.10818  -0.158
C6 -1.50702 2.24333 -0.13994  0.652
N3 -0.57836 1.30555 -0.14697  0.239
N4 -2.81402 1.97399 -0.14688  -0.308
H1 0.87237 -3.07713 -0.23320  0.184
H2 2.56822 -3.41826 -0.11028  0.227
H3 3.71758 1.65747 -0.07421  0.462
H4 1.62044 3.82622 -0.10828  0.452
H5 -3.49903 2.70762 -0.18864  0.223
H6 -3.11916 1.02313 -0.28586  0.166
O1 -2.74376 -2.58875 0.64929  -0.608
Cl1 -2.17444 -2.51417 -0.65532  1.633
O2 -3.09551 -2.76686 -1.68096  -0.542
O3 -1.73994 -1.04268 -0.83836  -0.058
O4 -0.97997 -3.29132 -0.75692  -0.686
I1 -1.01565 -1.10305 2.48879  0.265
I2 0.86900 0.47670 3.50443  -0.069

Forces on atoms 1 to 3 (eV/Å):
Be -0.06 -0.04 0.08
N 0.01 -0.02 0.03
C 0.00 0.00 -0.04

[5]
Here is 2 unconnected molecules or ions with the total composition C11H15NO at a distorted geometry from the OMol25 dataset. Energies are from ωB97M-V/def2-TZVPD.

- Energy: -558.10856 Ha
- F_max: 2.3 eV/A
- LUMO level: 0.8 eV
- Orbital gap: 8.936 eV
- SMILES: Cc1c[nH]c2ccccc12.CCO
- Relative energy (zero: lowest compared OMol25 entry of this formula, charge and spin): 23.4 kcal/mol

Each line ends with the Mulliken charge.
Atoms and positions in Å:
C1 1.09978 1.53600 -2.61631  -1.384
C2 -0.22801 3.07116 -1.04093  -0.773
C3 0.41393 1.93539 -1.35143  0.538
C4 -0.50674 1.71103 0.71230  0.177
C5 0.32837 1.05369 -0.21192  0.814
C6 -0.73689 1.18126 1.97699  -0.938
C7 1.01795 -0.08233 0.19183  -0.142
C8 0.11335 0.15223 2.35058  -0.171
C9 1.04140 -0.48112 1.50603  -0.955
N1 -0.82091 2.97572 0.23134  -0.290
H1 -0.31182 3.90774 -1.71339  0.421
H2 -1.79361 3.25153 0.28738  0.278
H3 1.04970 2.30218 -3.40435  0.356
H4 0.62580 0.64113 -3.00507  0.311
H5 -1.31971 1.66640 2.74729  0.386
H6 1.79635 -0.46138 -0.47326  0.375
H7 -0.04386 -0.24342 3.35856  0.317
H8 1.77583 -1.14764 1.94526  0.350
H9 2.18362 1.48553 -2.46325  0.325
C10 -1.03058 -3.81335 -0.19623  -0.206
C11 -0.03035 -3.98523 -1.36187  -0.928
O1 -0.45796 -2.93257 0.80262  -0.474
H10 -1.94128 -3.30541 -0.50491  0.265
H11 -1.20297 -4.76155 0.28805  0.241
H12 0.91052 -3.55211 -1.06035  0.288
H13 -0.72659 -2.03566 0.52421  0.227
H14 -0.49415 -3.72571 -2.32092  0.280
H15 0.08980 -5.06838 -1.51459  0.310

Forces on atoms 1 to 3 (eV/Å):
C 0.43 1.34 -0.26
C -0.41 -0.44 -0.36
C 0.59 -0.72 -0.45

[6]
Here is 6 unconnected molecules or ions with the total composition C2H14O4S2 at a distorted geometry from the OMol25 dataset. Energies are from ωB97M-V/def2-TZVPD.

- Energy: -1181.76979 Ha
- F_max: 2.8 eV/A
- LUMO level: -4.3 eV
- Orbital gap: 4.978 eV
- Relative energy (zero: lowest compared OMol25 entry of this formula, charge and spin): 103.0 kcal/mol

Each line ends with the Mulliken charge.
Atoms and positions in Å:
C1 1.34532 -0.25726 1.05184  -0.840
C2 0.92857 -1.17018 -0.09205  0.370
S1 -0.09766 -2.47234 0.36558  -0.070
S2 -0.72799 1.43451 -0.79260  -0.301
H1 0.45097 0.04312 1.57573  0.247
H2 2.00307 -0.77189 1.74741  0.405
H3 1.82170 0.60927 0.59063  0.320
H4 0.37432 -0.48413 -0.84669  -0.717
H5 1.75807 -1.62228 -0.63442  0.358
H6 -1.47271 0.67909 0.04153  0.262
H7 -0.44847 2.21632 1.47858  0.252
H8 -0.96541 2.87352 2.74602  0.304
O1 -0.22821 2.35923 2.41011  -0.586
H9 2.44603 0.95408 -2.91766  0.292
H10 1.37430 0.99964 -1.81483  0.234
O2 2.22288 0.60507 -2.03367  -0.564
H11 -1.97033 -1.58966 -2.87619  0.309
H12 -1.12149 -0.57880 -2.11658  0.390
O3 -1.05899 -1.36854 -2.68997  -0.595
H13 -2.96360 -0.86732 1.85756  0.275
H14 -1.55966 -1.16014 1.30242  0.195
O4 -2.11069 -0.43131 1.64723  -0.540

Forces on atoms 1 to 3 (eV/Å):
C -0.19 0.23 -0.39
C 0.66 -2.08 1.70
S 0.16 0.51 -0.75

[7]
Here is a single C7H13N3O5 molecule at a distorted geometry from the OMol25 dataset. Energies are from ωB97M-V/def2-TZVPD.

- Energy: -814.94878 Ha
- F_max: 6.1 eV/A
- LUMO level: 0.1 eV
- Orbital gap: 9.833 eV
- SMILES: NC(=O)C[C@H](NC(=O)[C@@H](N)CO)C(=O)O
- Relative energy (zero: lowest compared OMol25 entry of this formula, charge and spin): 81.2 kcal/mol

Each line ends with the Mulliken charge.
Atoms and positions in Å:
C1 -0.44684 -1.05257 -1.56441  -0.024
C2 -0.68251 -0.13281 -0.44095  0.675
C3 -1.88734 -0.82324 -2.51992  -0.520
C4 0.50762 -0.02290 2.06984  0.225
C5 -0.30632 1.06859 2.83950  0.389
C6 1.95241 0.27561 1.63224  -1.056
C7 2.12355 0.80506 0.16476  0.633
H1 -1.17494 -2.84554 -0.86623  0.224
H2 0.01930 -3.04866 -1.86747  0.269
H3 0.23372 -0.81578 -2.36288  0.416
H4 -1.97876 -1.42386 -3.39451  0.388
H5 -2.79154 -1.07715 -1.90982  0.241
H6 -1.36533 1.12089 -2.50807  0.365
H7 -0.71834 -1.63256 1.29622  0.298
H8 0.61112 -0.73973 2.93215  0.316
H9 2.39975 1.08132 2.21899  0.426
H10 2.56786 -0.55105 1.72674  0.409
H11 1.72859 2.41092 -1.00941  0.289
H12 1.21761 2.52412 0.49379  0.292
H13 -1.48672 1.32870 1.25360  0.340
N1 -0.32692 -2.43790 -1.17716  -0.661
N2 -0.51277 -0.64813 1.03741  -0.399
N3 1.96133 2.23495 -0.08619  -0.571
O1 -0.96601 1.01825 -0.44216  -0.695
O2 -1.94653 0.48449 -3.00145  -0.550
O3 0.02501 1.29108 4.00861  -0.632
O4 2.50858 0.03712 -0.69886  -0.573
O5 -1.26557 1.57075 2.17565  -0.513

Forces on atoms 1 to 3 (eV/Å):
C -4.06 -1.82 -2.69
C 2.20 -2.21 5.28
C 0.66 0.75 2.18